Record 1
DFT (ωB97M-V/def2-TZVPD) results for a structure of composition C31H31F3N5OSW at a distorted geometry.

```
73
Properties=species:S:1:pos:R:3:forces:R:3:lowdin_charge:R:1
W -1.2365 0.2657 -0.5576 1.687 2.578 -2.798 1.748
S -3.0277 -0.4997 -2.1950 0.568 -1.070 2.019 0.818
F 7.3849 -0.3198 2.6459 -1.291 -0.627 -0.537 0.147
F 7.7118 -2.3711 2.0025 -1.658 0.960 0.085 0.117
F 6.5536 -1.9592 3.7850 -0.634 0.287 -0.633 0.158
O -0.7178 1.7040 0.6241 -1.494 -1.975 -1.048 -0.233
N -2.5083 1.9947 -2.8963 -0.298 1.008 0.280 0.013
N -0.1865 -0.0745 -2.5956 0.261 -1.189 0.598 -0.105
N -1.7750 2.0562 -1.7221 0.177 -1.071 -0.471 -0.140
N 1.0495 -1.2770 -3.9625 -1.310 1.595 -0.656 0.142
N -3.8803 0.7861 -4.2701 0.190 0.758 0.174 0.140
C -3.0462 0.4434 1.0280 -1.302 -0.073 1.972 -0.137
C -3.4205 -2.2463 0.5173 0.704 0.049 -0.400 0.009
C 0.0513 3.4607 -0.8345 -0.898 -1.531 1.889 -0.100
C 0.2472 0.7654 -3.6140 0.691 -0.813 -1.017 -0.074
C -1.4104 0.9910 3.4980 -0.420 0.649 1.579 -0.052
C -4.5464 -1.4399 0.5469 -0.306 -0.217 -0.204 -0.246
C 5.2568 -0.4189 0.8881 0.881 0.460 -1.397 0.033
C 3.2039 -2.1761 1.5337 -0.591 -1.088 0.367 0.000
C -0.0491 -1.0584 3.1222 -1.124 -0.652 0.348 -0.042
C 1.4085 2.6165 1.0897 -0.368 0.278 -0.154 0.014
C -4.3256 -0.0830 0.7813 -0.302 0.532 -0.412 0.025
C -0.0107 -2.6589 -2.2392 -0.171 -0.496 -0.316 -0.008
C 2.0984 4.6004 -0.1640 -1.378 -0.999 -0.707 0.000
C 6.7361 -1.5117 2.5269 4.983 -1.291 1.549 -0.519
C 1.5745 -0.8312 0.3351 0.911 0.012 -0.527 0.025
C 5.5161 -1.5053 1.7323 -1.906 1.553 0.107 -0.076
C 3.9985 -0.2184 0.3508 -0.524 -0.794 0.756 0.028
C -5.8960 -2.0210 0.1896 0.030 0.267 0.199 0.009
C -1.4125 -0.3615 2.7677 2.491 0.428 1.510 -0.329
C 0.9663 4.5178 -1.0169 0.224 -0.783 1.100 0.035
C 0.4702 -0.5958 -0.1523 -0.681 -0.178 0.674 -0.138
C -3.1712 0.9184 -3.1453 0.316 0.331 -0.474 -0.794
C 2.3703 3.5993 0.7911 -1.111 -0.159 -0.534 0.003
C 4.4694 -2.3505 2.0512 0.184 -1.186 0.817 0.032
C -2.1140 -1.8226 0.8370 -1.540 0.841 -0.148 -0.050
C 0.2387 2.5714 0.3224 2.113 2.067 -1.395 -0.295
C -1.1688 3.2113 -1.6051 1.242 0.329 0.556 0.007
C 0.9750 0.0052 -4.5295 -0.808 0.102 1.820 0.014
C -1.9851 -0.4891 1.3670 -1.383 -0.501 0.683 -0.427
C 0.2590 -1.3213 -2.8775 0.661 0.043 -0.023 -0.385
C 2.8922 -1.0540 0.7675 1.131 0.302 -0.738 -0.206
H -3.5904 -3.2595 0.2510 0.154 -0.901 -0.286 0.133
H 0.1246 -2.0003 2.5839 -0.233 0.083 0.226 0.069
H -6.4145 -1.3409 -0.5189 0.304 -0.596 0.232 0.112
H -0.9216 1.8475 3.0188 0.034 -0.407 -0.204 0.070
H -3.0383 1.5073 1.3932 0.380 -1.260 -0.386 0.158
H -6.5406 -2.0619 1.0804 0.158 -0.014 -0.136 0.116
H -0.2450 -1.2884 4.1990 0.828 -0.081 -0.812 0.115
H 4.5863 -3.1682 2.7899 0.250 0.535 -0.715 0.160
H -5.7919 -3.0546 -0.2001 -0.170 0.777 0.095 0.108
H -0.0405 -3.4006 -3.0810 0.192 0.509 0.786 0.115
H -2.4435 1.3447 3.7857 0.969 -0.446 -0.365 0.109
H -1.6244 3.9820 -2.1999 0.224 0.388 -0.464 0.154
H 2.7330 5.4379 -0.2898 0.799 0.477 -0.121 0.114
H -2.1055 -0.9608 3.3838 -0.341 0.013 -0.739 0.166
H -1.3092 -2.5381 0.8301 0.186 -0.015 0.383 0.125
H 3.8844 0.5316 -0.4007 -0.370 0.541 -0.134 0.116
H 3.3193 3.5230 1.2939 0.123 0.468 0.234 0.125
H 2.4928 -3.0090 1.7148 0.175 1.047 0.069 0.144
H 0.8725 -0.4898 3.0346 -0.213 0.509 -0.046 0.073
H -0.0183 1.8161 -3.6201 0.138 -0.352 -0.230 0.107
H -4.0128 1.5682 -4.9017 0.033 -0.114 0.209 0.144
H 0.8264 -2.9472 -1.5358 -1.271 0.221 -0.554 0.109
H 6.0934 0.2491 0.5305 -1.006 -0.821 0.690 0.166
H -0.8457 0.8474 4.4940 -0.968 0.171 -1.531 0.129
H -1.0555 -2.7163 -1.8244 1.231 0.143 0.063 0.066
H 1.5372 1.9188 1.9342 -0.017 0.379 -0.595 0.133
H -4.3568 -0.0649 -4.4512 -0.381 -0.514 -0.274 0.098
H 0.7813 5.1966 -1.8359 0.227 0.306 0.084 0.132
H -5.1951 0.5747 0.7822 0.268 0.100 -0.112 0.157
H 1.3022 0.1889 -5.5375 0.372 0.269 0.150 0.134
H 1.4525 -2.0755 -4.4268 -0.021 -0.146 -0.011 0.181
```
Positions in Å, forces in eV/Å.

Output
Orbital gap (alpha / beta)   0.16007 / 0.17223 hartree
Calculated total energy   -2312.639869 hartree
F_max   0.10453 hartree/bohr
E_HOMO (alpha / beta)   -16.76 / -16.88 eV
Charge   +3

Record 2
DFT (ωB97M-V/def2-TZVPD) results for a structure of composition C31H31N10O2Pm at a distorted geometry.

```
75
Properties=species:S:1:pos:R:3:forces:R:3:lowdin_spin:R:1
Pm -0.9873 1.4602 -0.5535 -1.677 -3.435 0.422 4.030
O -3.2281 0.9077 -1.2908 0.760 -0.435 1.515 -0.004
O -0.2358 3.1992 -1.8494 -0.330 1.965 2.643 -0.004
N 1.8586 -0.3447 0.2578 0.680 0.355 1.534 0.000
N 0.7557 1.3399 1.5051 -0.993 0.533 2.510 -0.003
N 1.7129 2.0062 3.5865 0.084 -0.225 1.800 0.000
N -4.7235 -0.6256 -0.3876 0.844 0.980 -0.129 -0.001
N -0.0984 5.3889 -1.1167 -0.179 -1.992 -0.118 0.000
N -1.2050 3.7456 0.2300 0.095 1.166 -0.761 -0.005
N -2.4737 -0.4951 0.3351 0.061 -0.603 0.113 -0.003
N -0.7009 0.6304 -2.8901 0.557 -0.605 -1.620 -0.006
N -2.4548 4.4084 2.1053 0.300 -0.456 -1.351 0.000
N 1.0002 -0.0213 -0.7247 -1.114 0.455 -2.891 -0.007
C 0.0055 -0.0361 -5.5202 -1.895 0.977 -0.286 0.001
C -3.4424 -0.0881 -0.4406 -1.224 0.656 -0.865 0.000
C 0.6664 -5.2517 -1.3251 1.175 0.547 0.127 0.000
C -1.4682 0.9828 -3.9575 -0.802 0.175 0.617 0.000
C 2.7166 0.1795 2.4377 0.582 -1.247 -0.322 0.000
C 4.6801 -0.1973 4.3513 -0.513 -0.187 0.741 0.000
C -5.7689 0.1376 -1.0164 0.669 2.184 -2.365 0.000
C 1.1483 -0.5177 -1.9463 1.662 -0.598 2.090 0.002
C -1.2085 0.7233 -5.2878 1.488 -1.241 -0.049 0.000
C 0.7492 -0.5330 -4.4781 -0.921 1.624 2.127 0.000
C 3.6787 -0.8846 2.3137 -0.366 0.603 0.029 0.000
C 0.7122 5.7105 -2.2839 -0.616 -2.008 -1.495 0.000
C -1.3346 6.0966 0.7433 -0.669 1.041 1.178 0.000
C 1.0869 -5.0841 0.0344 -1.130 -0.957 -0.635 0.000
C -0.5684 6.3614 -0.3219 0.274 -1.120 -0.317 0.000
C 0.4949 -4.8484 2.3921 1.098 -0.364 -0.912 0.000
C 4.6602 -1.0460 3.2811 -0.344 -1.136 -1.629 0.000
C 1.7373 0.3856 1.3755 0.570 -1.277 -2.409 -0.001
C 1.8207 -4.5494 2.7521 -1.970 -0.678 -1.882 0.000
C -1.2348 -5.6629 0.7310 1.162 -0.192 -1.682 0.000
C -1.4866 -5.9309 -0.6071 -2.034 -0.494 0.910 0.000
C -1.6864 4.7335 1.0282 0.474 0.293 -0.071 0.000
C 2.4264 -4.8403 0.3719 -0.195 0.655 1.990 0.000
C 3.7352 0.7731 4.5134 -1.434 2.169 -0.401 0.000
C 0.7076 1.9291 2.7188 -0.314 1.009 -1.477 0.000
C -0.5656 -5.7059 -1.6370 -0.184 -0.154 -0.102 0.000
C 2.7218 1.0201 3.5626 1.286 -1.356 -1.168 0.000
C -0.4813 4.0638 -0.9092 -0.219 1.019 -1.395 0.000
C 0.3923 -0.1306 -3.1317 -1.064 0.292 -0.925 0.000
C 0.1053 -5.2832 1.0529 0.916 1.547 1.446 0.000
C 2.7594 -4.6515 1.7119 0.524 0.574 -0.665 0.000
H 5.3233 -0.4189 5.1611 0.880 0.218 0.600 0.000
H 1.6451 -1.0591 -4.6597 0.764 -0.702 -0.058 0.000
H -4.9272 -1.4688 0.1428 0.220 0.570 -0.113 0.000
H 2.1770 -4.1791 3.6992 -0.427 -0.182 0.321 0.000
H -3.1139 3.6260 2.0022 0.602 0.475 0.282 0.000
H 1.9341 -1.2707 -2.1247 -0.155 0.377 0.300 0.000
H 3.7664 -4.4042 2.0216 0.327 -0.192 -0.435 0.000
H -0.3250 -4.7307 3.0431 -0.648 -0.038 1.135 0.000
H -5.2095 0.8162 -1.7903 -1.196 -1.685 0.954 0.000
H -6.4839 -0.4865 -1.5429 -0.073 -0.012 0.113 0.000
H -1.9248 1.0056 -6.1057 1.026 -0.229 1.027 0.000
H 5.3799 -1.8754 3.1792 -0.408 0.603 0.146 0.000
H 3.6411 -1.5688 1.4542 -0.181 0.547 0.438 0.000
H 1.0998 4.7380 -2.7043 -0.263 1.236 0.553 0.000
H -0.3009 7.3225 -0.6621 0.176 1.162 0.055 0.000
H -1.6407 7.0347 1.2717 -0.176 -1.511 -0.006 0.000
H 0.2942 -0.2216 -6.5435 0.102 -0.203 -0.053 0.000
H -2.8624 -1.3242 0.8173 1.088 0.650 0.220 0.000
H -0.8549 -5.9338 -2.6592 0.083 0.210 0.120 0.000
H 0.0743 6.1432 -3.0637 0.257 0.140 0.226 0.000
H 1.5042 6.3366 -1.9901 0.940 0.866 0.209 0.000
H 3.1511 -4.6865 -0.3956 0.460 -0.198 -0.395 0.000
H 1.6264 2.6226 4.4329 -0.049 -1.070 -1.213 0.000
H -0.1849 2.5114 3.0324 0.635 -0.269 -0.665 0.000
H 1.3690 -4.9642 -2.1076 0.005 -0.377 0.083 0.000
H -6.2768 0.9651 -0.4771 0.120 -1.041 0.706 0.000
H 3.7831 1.4986 5.3012 0.180 -0.092 0.746 0.000
H -1.9888 -5.8072 1.4850 -0.046 0.005 0.183 0.000
H -2.4082 1.4540 -3.6827 0.163 0.161 0.023 0.000
H -2.7549 5.1912 2.6527 -0.386 0.126 0.241 0.000
H -2.4914 -6.3210 -0.9033 0.903 0.399 0.388 0.000
```
Positions in Å, forces in eV/Å.

Output
Orbital gap (alpha / beta)   0.19602 / 0.19613 hartree
Energy relative to the best compared isomer or geometry (same formula, charge and spin)   235.94 kJ/mol
Calculated total energy   -2505.952178 hartree
F_max   0.07479 hartree/bohr
E_HOMO (alpha / beta)   -11.40 / -11.40 eV
2S+1   5
Charge   +2

Record 3
DFT (ωB97M-V/def2-TZVPD) results for a structure of composition C31H32As2CoN5O2SSe5 at a distorted geometry.

```
79
Properties=species:S:1:pos:R:3:forces:R:3:lowdin_spin:R:1
Se -3.2593 2.7806 1.3527 -0.317 0.002 0.070 0.219
Se -1.9258 -0.1501 -0.1418 -0.263 0.356 0.763 -0.011
Se -3.8802 -0.4762 -1.1132 -0.371 -0.059 -0.203 -0.006
Se -0.0409 -1.3478 -2.8400 0.275 -0.566 -0.295 0.313
Se -1.8902 -2.2426 -3.6992 -0.168 0.032 -0.062 0.490
As -0.1421 -0.7053 2.7638 -0.060 0.044 0.050 0.000
As -0.8376 -3.1038 0.3378 -0.079 -0.021 0.102 0.012
Co -0.0441 0.4268 -1.3543 0.761 0.658 -0.091 1.128
S 0.8430 2.1520 -3.7772 0.134 0.227 0.380 0.005
O 0.6513 1.3259 -4.9393 0.120 -0.121 -0.130 0.007
O 1.5991 3.3752 -3.9614 0.039 -0.175 0.033 0.000
N 0.2489 1.8802 0.0167 -0.069 0.222 -0.029 0.018
N 1.3815 1.3255 -2.4851 0.457 -0.454 -0.378 0.006
N -2.0398 1.8789 0.3392 -0.044 -0.484 -0.078 0.130
N 2.0005 -0.5503 -0.6465 0.137 0.344 -0.188 0.031
N -2.0097 3.8912 2.0171 0.037 -0.050 -0.076 0.301
C -0.9136 -4.8875 2.6606 0.021 0.032 0.085 0.000
C 2.3102 -1.3692 0.3223 -0.022 -0.172 0.021 0.002
C -3.1243 2.3947 -3.2835 -0.052 -0.089 -0.039 0.001
C 4.9428 0.5509 -3.3646 -0.083 0.087 -0.089 0.000
C -4.6487 4.1127 -2.2558 0.051 -0.044 0.004 0.004
C -1.6411 0.1151 3.7193 -0.044 -0.026 0.048 0.001
C -0.5035 -2.9686 4.5908 0.005 -0.042 -0.060 0.000
C 3.6019 -1.8947 0.5268 -0.045 -0.013 0.027 0.001
C -1.8609 1.9196 -3.6199 -0.170 -0.111 0.099 0.010
C 3.6520 1.0976 -3.4613 -0.128 -0.043 0.094 -0.002
C -0.4910 -2.5902 3.2447 0.006 -0.039 0.071 0.000
C -0.9080 -5.2546 3.9960 -0.011 0.054 -0.012 0.000
C 4.3118 -0.6660 -1.4081 -0.104 -0.040 0.007 0.001
C 0.2636 -4.5225 -0.4396 0.009 -0.003 -0.007 0.002
C -0.8750 3.7636 -2.4057 -0.030 -0.052 -0.071 0.004
C 2.9912 -0.1619 -1.5104 0.000 -0.053 0.086 0.001
C 4.5905 -1.5501 -0.3419 0.060 0.003 0.017 -0.001
C 0.4187 4.1170 1.7430 0.029 -0.064 -0.058 0.116
C -0.7103 -3.5636 2.2632 0.001 -0.074 -0.023 0.003
C 2.6609 0.7872 -2.5377 -0.284 0.112 0.008 0.003
C -0.8415 2.4042 0.5872 0.386 0.212 0.075 0.005
C 1.4264 2.4576 0.3042 -0.030 0.003 0.021 0.123
C -0.8281 3.5273 1.4917 0.060 -0.129 -0.085 0.002
C -2.5627 -3.9536 -0.0012 -0.008 -0.032 -0.011 0.006
C -0.7481 2.6121 -3.1850 -0.054 0.301 0.042 0.009
C 1.5419 3.5596 1.1399 -0.075 0.000 0.069 0.034
C -0.7080 -4.2851 4.9714 -0.003 0.047 -0.061 0.000
C -2.1367 4.2294 -2.0965 -0.041 -0.032 0.044 0.000
C -3.2788 3.5597 -2.5493 -0.023 0.059 0.032 0.004
C 1.2399 -0.3179 4.1067 -0.004 -0.009 0.040 0.000
C 5.2912 -0.2984 -2.3545 0.044 -0.015 0.070 -0.002
H 1.3222 -4.2905 -0.3324 0.006 0.019 0.012 0.000
H -2.2455 5.1268 -1.4958 -0.006 -0.013 -0.007 0.000
H 1.4629 0.7470 4.0408 0.016 0.029 -0.001 0.000
H 3.4227 1.7822 -4.2633 0.046 0.036 -0.027 0.000
H -5.4273 3.4013 -2.5321 0.028 0.004 0.015 0.000
H -1.4556 1.1868 3.7999 -0.002 0.033 -0.012 0.000
H 3.7778 -2.5677 1.3561 -0.008 0.008 -0.007 0.000
H 1.5083 -1.6522 0.9905 -0.040 0.001 -0.053 0.000
H 0.0158 -4.5405 -1.5014 0.040 -0.004 -0.010 0.000
H 0.9313 -0.5528 5.1252 0.008 0.016 -0.005 0.000
H -2.5517 -0.0341 3.1405 -0.014 -0.010 -0.004 0.002
H -1.7422 1.0185 -4.2092 -0.007 0.034 -0.016 0.002
H -0.7132 -4.5525 6.0215 -0.001 0.001 -0.014 0.000
H 0.0490 -5.4949 0.0040 0.005 -0.001 -0.007 0.000
H -4.8171 5.0357 -2.8161 -0.007 -0.006 0.003 0.000
H -1.0730 -6.2880 4.2766 0.016 0.004 -0.004 0.000
H 5.6784 0.8204 -4.1138 -0.038 0.038 0.009 0.000
H -3.3536 -3.3654 0.4589 -0.019 0.022 0.028 0.000
H -3.9977 1.8371 -3.6015 0.044 0.037 0.011 0.000
H -2.5891 -4.9808 0.3654 0.006 0.023 -0.016 0.000
H 2.1449 -0.8751 3.8662 0.015 -0.011 0.000 0.000
H 6.2963 -0.6953 -2.2663 -0.054 -0.010 -0.007 0.000
H -4.7575 4.3461 -1.1959 0.003 -0.004 0.027 0.004
H 0.4853 4.9802 2.3936 0.002 -0.048 -0.004 0.005
H 5.5969 -1.9396 -0.2284 -0.028 0.004 -0.033 0.000
H -1.7691 -0.3070 4.7174 0.023 0.005 -0.020 0.000
H -2.7141 -3.9367 -1.0794 -0.032 0.001 -0.059 0.010
H 2.2973 2.0165 -0.1568 -0.017 0.048 -0.049 0.006
H -1.0871 -5.6492 1.9106 -0.006 -0.025 -0.014 0.000
H 2.5249 3.9746 1.3172 -0.017 0.000 -0.014 -0.001
H -0.3520 -2.2202 5.3598 -0.004 -0.011 0.006 0.000
H 0.0146 4.2851 -2.0735 -0.011 0.002 -0.044 0.000
```
Positions in Å, forces in eV/Å.

Output
Orbital gap (alpha / beta)   0.23534 / 0.19954 hartree
Energy relative to the best compared isomer or geometry (same formula, charge and spin)   48.20 kJ/mol
Calculated total energy   -19884.496882 hartree
F_max   0.01964 hartree/bohr
E_HOMO (alpha / beta)   -4.22 / -4.09 eV
2S+1   4
Charge   -1